1.
DFT (ωB97M-V/def2-TZVPD) results for C12H36HfO16P3S as an isolated structure in a non-equilibrium geometry.

Geometry as ORCA input:
```
! RIJCOSX wB97M-V def2-TZVPD def2/J DEFGRID3
* xyz 3 1
O -2.5617 -0.4373 -4.4376
H -4.4341 -0.6382 -3.4412
H -3.8590 -2.1496 5.2267
H 1.9194 2.7667 0.7334
O -3.4619 0.6438 3.1120
C -0.1053 1.3136 2.6904
H 0.4338 0.4744 2.2207
H -1.8540 -3.7449 -6.5218
C 0.2320 -5.3081 2.7597
H 0.2727 0.2242 -0.3184
S 3.6116 5.5966 -1.9486
C 3.7695 7.1416 -1.0768
P 1.2495 -2.8930 2.2040
H 0.5236 3.1227 -0.3156
H -0.5728 -5.0179 2.0711
H 2.7904 7.6153 -1.1571
C 2.4175 3.4246 -1.2707
H 4.0385 7.0653 -0.0265
H 0.6537 1.9635 3.1142
H 0.9894 -0.6216 -2.9569
P -2.1656 -0.2553 3.1093
O 0.0681 -2.5430 1.3778
H -2.9372 -3.2939 4.3333
H -4.0319 -2.3053 3.4378
H 2.6516 -3.1529 4.5067
H 1.3111 1.6516 -0.6225
H 3.1940 2.6933 -1.5021
H 2.4603 -0.5063 1.5613
O -2.0306 -2.9051 -4.7303
O 2.6417 -2.6378 1.4293
O -0.9877 0.6623 3.6014
O 1.3681 -1.9031 3.4252
Hf -1.6724 -2.1282 -0.1452
C -4.0144 -0.4850 -4.4341
H -0.1745 -5.4811 3.7509
H -3.5955 2.6706 2.8441
H -4.3150 -1.3223 -5.0607
C -2.3051 -2.8206 -6.1630
H -4.3202 0.4478 -4.8956
H 4.4377 7.8241 -1.5972
H 1.7762 3.5792 -2.1395
H -2.7167 1.9063 1.5496
C 3.1534 -1.3001 1.2867
O 4.9204 5.1162 -2.2566
O -2.2824 -1.3141 4.2792
O -1.6932 -1.9618 -2.4242
O 2.8872 4.6579 -0.7777
O 2.6501 5.8368 -3.0096
O -0.3304 -0.4932 -0.5569
O -1.9768 -0.9412 1.7599
H -0.5225 1.8140 1.8127
O -0.2317 -1.2960 -4.4816
H 0.6482 -6.1831 2.2575
H 1.9873 -1.7071 5.3771
O 1.3295 -4.3904 2.7300
H 3.2531 -1.4893 4.1836
P -1.6532 -1.6222 -3.8966
C 0.5775 -0.2538 -3.9000
C 1.5181 2.6650 -0.2753
C -3.3370 -2.2771 4.2789
C -3.5695 1.7793 2.2245
H 1.4453 0.0294 -4.4889
H -3.3645 -2.7909 -6.3890
H -4.3925 1.6991 1.5180
C 2.3926 -2.0994 4.4494
H 4.0098 -1.2485 1.9596
H -1.6956 -2.0256 -6.5886
H 0.0149 0.6520 -3.6708
H 3.5668 -1.0930 0.3015
*
```

The highest occupied orbital energy is -16.12 eV. The molar mass comes out at 739.9 g/mol. The orbital gap comes out at 3.423 eV. Its energy relative to the best compared isomer or geometry (same formula, charge and spin) is 0.0 kcal/mol.

Atom charges from the Mulliken analysis, given in e for atoms 1 to 2: -0.169, 0.261



2.
DFT (ωB97M-V/def2-TZVPD) results for C28H31CaN5O4S as an isolated structure in a non-equilibrium geometry.

Geometry as ORCA input:
```
! RIJCOSX wB97M-V def2-TZVPD def2/J DEFGRID3
* xyz -2 1
C -13.1363 11.9847 -8.4146
N -14.0802 13.3954 -6.5360
C -12.6649 13.3657 -1.1753
C -12.8333 15.3670 0.7385
C -13.5828 10.9805 1.5015
O -13.7826 11.1980 -3.7075
C -18.2125 12.3379 -2.9016
O -14.7680 8.6524 -6.0282
C -12.4194 10.6931 3.6037
H -13.3730 9.2895 4.9824
S -14.5609 15.3011 -4.6719
C -18.4228 9.5919 -0.3074
N -15.3019 12.7103 -6.4499
C -13.1001 13.0970 -7.4181
C -13.8729 11.7300 0.2343
H -15.1446 8.6779 3.3940
C -18.1484 10.8033 -1.1700
H -17.6514 9.4771 0.4805
H -15.2936 9.7517 1.2050
H -12.4692 12.2081 -9.2533
H -18.2380 12.1959 -5.0730
C -18.4704 12.9312 -4.2898
C -17.4283 12.3806 0.7810
C -14.3847 9.3988 3.1009
C -12.4063 15.6888 -0.5441
H -11.8256 15.4571 -5.9782
H -17.1559 11.4512 1.2862
H -13.6223 13.7953 1.9824
H -15.9189 13.2005 -5.7820
C -17.7662 12.0864 -0.6437
H -11.7447 11.9489 2.0025
O -12.8337 10.8877 -5.7466
C -19.2327 10.0305 -3.4438
H -16.6158 13.0754 0.9254
H -12.5168 12.5801 -1.9136
H -19.5178 13.2523 -4.4533
H -16.4333 14.4895 -0.9615
Ca -15.7711 11.1166 -2.6250
H -11.8495 14.8682 -2.4656
H -19.4257 9.5845 0.1443
H -12.8106 11.0576 -7.9057
H -12.1895 16.7037 -0.8651
C -13.2200 14.0580 1.0154
H -11.6460 11.0242 4.2875
H -19.3515 9.0357 -2.9525
O -15.9426 9.8256 -4.4807
C -17.7199 12.9866 -1.7414
H -13.0007 16.1630 1.4950
N -14.7156 11.3707 -0.6058
C -12.5040 11.2360 2.3279
C -13.6349 14.4557 -5.7816
H -17.8180 13.7871 -4.4216
C -14.4866 9.9819 1.8616
C -13.6855 10.6396 -4.8605
H -16.9228 14.7858 -2.6651
H -18.2689 12.8437 1.3572
H -18.7520 9.7868 -4.3680
H -14.1613 11.8863 -8.7763
C -14.9243 9.5568 -5.2069
H -18.0360 15.1587 -1.3976
C -13.1964 13.0545 0.0550
N -12.0210 13.8562 -7.2285
H -20.2234 10.4839 -3.5917
N -12.4012 14.6499 -6.1820
C -12.2247 14.6533 -1.4639
H -15.0605 11.8055 -6.0490
C -18.4376 10.9608 -2.5468
C -17.2403 14.4277 -1.6867
C -13.3753 9.7909 4.0077
H -18.4271 8.6769 -0.9131
*
```

The highest occupied orbital energy is -1.58 eV. The molar mass comes out at 573.7 g/mol. The orbital gap comes out at 6.162 eV. Its energy relative to the best compared isomer or geometry (same formula, charge and spin) is 0.3 kcal/mol.

Atom charges from the Mulliken analysis, given in e for atoms 1 to 2: -1.136, 0.549



In eV, the E_LUMO values for the records above are, in order, -12.697; 4.580.